Entry 1:
41
Properties=species:S:1:pos:R:3:forces:R:3 method="wB97M-V/def2-TZVPD" homo_energy_ev=-9.50 orbital_gap_ev=9.55 smiles="NCN(P(=O)(O)O)S(=O)(=O)F.NC(N)=O.NC(N)=O.NC(N)=O"
N 0.715 -1.239 -0.148 -0.9 0.2 -1.0
C 0.153 -0.492 -1.265 0.8 -1.0 -0.8
N -0.827 0.604 -0.920 0.8 -0.9 2.0
P -2.258 0.032 -0.086 -4.2 0.9 1.5
O -3.314 1.100 0.098 2.6 -1.8 -0.6
O -2.925 -1.125 -1.109 2.0 1.2 1.2
O -1.906 -0.760 1.342 -0.2 0.7 -3.2
S -0.094 1.934 -0.139 -2.5 6.8 -0.3
O -0.819 2.386 1.058 1.9 -2.6 -1.8
O -0.082 3.046 -1.143 1.3 -3.5 1.6
F 1.456 1.671 0.286 -2.0 -0.7 -0.9
H 0.130 -2.045 0.059 0.2 0.3 0.1
H 0.814 -0.686 0.698 0.4 -0.2 -0.1
H -0.366 -1.225 -1.932 0.2 0.8 0.5
H 0.935 -0.015 -1.910 -0.5 -0.2 0.8
H -3.569 -0.609 -1.620 0.0 0.0 0.1
H -2.340 -1.633 1.246 -0.2 -0.2 0.4
N 5.001 -0.697 1.942 0.2 0.2 -0.1
C 3.795 -1.316 2.066 -0.2 0.2 -0.1
N 3.811 -2.469 2.790 -0.1 -0.3 0.1
O 2.775 -0.869 1.565 0.4 0.0 0.4
H 5.851 -1.045 2.344 0.0 0.0 0.0
H 5.026 0.156 1.414 0.0 0.0 0.0
H 2.938 -2.952 2.901 0.0 0.0 0.0
H 4.636 -2.854 3.209 0.0 0.0 0.0
N -5.798 -3.646 0.444 0.0 0.1 -0.3
C -4.861 -3.661 1.427 0.0 0.1 0.0
N -5.244 -4.264 2.583 0.2 -0.1 0.3
O -3.751 -3.166 1.281 0.2 0.1 0.0
H -6.713 -4.044 0.540 0.0 0.0 0.0
H -5.546 -3.208 -0.423 0.0 0.0 0.0
H -4.574 -4.291 3.330 0.0 0.0 0.0
H -6.147 -4.675 2.725 0.0 0.0 0.0
N 2.426 5.490 -4.128 -0.2 0.1 -0.4
C 3.365 5.458 -3.140 0.3 0.1 0.1
N 2.960 4.861 -1.987 -0.1 -0.2 0.3
O 4.484 5.930 -3.282 -0.2 -0.1 0.0
H 1.504 5.109 -4.033 0.0 0.0 0.1
H 2.688 5.923 -4.994 0.0 0.0 0.0
H 3.626 4.818 -1.238 0.0 0.0 0.0
H 2.045 4.464 -1.849 0.0 0.0 0.0

***

Entry 2:
50
Properties=species:S:1:pos:R:3:forces:R:3 method="wB97M-V/def2-TZVPD" charge=+2 de_lowest_ev=1.057 homo_energy_ev=-15.54 orbital_gap_ev=10.05
Al -0.383 -0.327 -0.315 -0.2 0.0 -0.1
C -1.141 2.827 -2.847 0.0 0.0 0.0
C -1.556 2.057 -1.776 0.0 0.0 0.0
N -0.669 1.074 -1.548 0.1 0.0 -0.2
N 0.324 1.208 -2.474 0.1 0.1 0.0
C 0.056 2.254 -3.256 -0.1 0.0 0.0
B 1.510 0.213 -2.493 0.0 -0.1 0.0
N 0.914 -1.212 -2.630 0.1 0.1 0.0
C 1.221 -2.206 -3.464 0.0 -0.1 -0.1
C 0.582 -3.360 -3.037 0.0 -0.1 0.0
C -0.106 -2.978 -1.899 0.0 0.0 0.0
N 0.082 -1.673 -1.653 0.0 0.1 -0.1
N 2.204 0.228 -1.092 0.0 0.0 -0.1
C 3.499 0.337 -0.788 0.0 0.0 0.0
C 3.670 0.075 0.564 0.0 0.0 0.0
C 2.399 -0.206 1.031 0.0 0.0 0.1
N 1.506 -0.108 0.030 0.1 0.0 -0.1
H -1.637 3.681 -3.275 0.0 0.0 0.0
H -2.443 2.156 -1.169 0.0 0.0 0.0
H 0.723 2.534 -4.056 0.0 -0.1 0.0
H 2.286 0.464 -3.358 0.0 0.0 0.0
H 1.866 -2.047 -4.315 0.0 0.1 0.1
H 0.626 -4.339 -3.482 0.0 0.1 0.0
H -0.714 -3.582 -1.247 0.0 0.0 0.0
H 4.225 0.599 -1.543 -0.1 0.0 0.0
H 4.592 0.075 1.120 -0.1 0.0 0.0
H 2.089 -0.483 2.030 0.0 0.0 -0.1
C -3.545 0.519 3.227 0.0 0.0 0.0
C -1.634 1.396 2.154 -0.1 0.1 0.0
O -0.595 0.809 1.306 0.1 -0.2 0.3
H -3.770 1.403 3.823 0.0 0.0 0.0
H -3.817 -0.369 3.788 0.0 0.0 0.0
H -4.105 0.549 2.289 0.0 0.0 0.0
H -1.134 2.183 2.718 0.0 0.1 0.0
H -2.380 1.826 1.485 0.0 -0.1 -0.1
H 0.239 0.856 1.794 0.1 0.1 -0.1
O -2.134 0.420 2.970 -0.1 -0.2 -0.1
S -2.386 -1.375 0.444 0.3 0.1 0.2
C -3.166 -2.709 -0.552 0.0 0.0 0.0
C -3.002 -4.006 0.260 0.0 0.1 0.2
C -2.667 -3.655 1.715 0.0 0.0 -0.2
C -1.656 -2.516 1.686 -0.1 -0.1 0.1
H -2.727 -2.748 -1.545 0.0 0.0 0.0
H -4.207 -2.409 -0.645 0.0 0.0 0.0
H -2.216 -4.629 -0.167 0.0 0.0 0.0
H -3.926 -4.580 0.211 0.0 0.0 -0.1
H -2.264 -4.512 2.250 0.0 0.0 0.0
H -3.564 -3.321 2.239 0.0 0.0 0.0
H -0.676 -2.857 1.349 0.0 0.0 0.0
H -1.567 -1.978 2.627 0.0 0.0 -0.1

***

Entry 3:
118
Properties=species:S:1:pos:R:3:forces:R:3 method="wB97M-V/def2-TZVPD" de_lowest_ev=0.000 homo_energy_ev=-8.64 orbital_gap_ev=8.66
C -0.218 1.782 -5.542 -1.2 -1.1 -0.9
C -0.183 0.509 -4.661 0.3 2.2 1.5
O -1.333 -0.298 -4.933 0.9 -0.7 0.5
H 0.454 2.569 -5.264 0.4 0.1 0.3
H -1.225 2.218 -5.669 0.2 -0.2 0.9
H -0.040 1.491 -6.574 0.6 -0.1 -0.2
H -0.150 0.866 -3.550 -0.5 -0.7 -1.8
H 0.746 -0.049 -4.793 -0.1 -0.1 -0.4
H -1.262 -1.002 -4.253 -0.3 0.3 -0.4
C -0.860 0.390 -0.324 -0.2 -0.9 -1.2
C 0.003 -0.558 0.460 0.2 1.5 -0.5
O 1.199 0.160 0.762 0.1 -0.1 -0.4
H -0.582 0.562 -1.393 -0.3 -0.7 0.7
H -0.962 1.374 0.043 0.1 1.0 1.0
H -1.828 -0.054 -0.202 -0.9 0.0 -0.7
H 0.145 -1.508 -0.041 0.6 -0.1 -0.5
H -0.489 -0.818 1.373 -0.4 0.0 0.9
H 1.834 -0.496 1.026 0.8 -0.9 0.4
C 1.835 2.962 -2.998 -0.6 -2.1 1.5
C 0.745 3.268 -1.963 -1.0 -1.8 -1.5
O -0.555 3.182 -2.612 1.1 0.6 1.0
H 2.740 2.864 -2.377 0.1 0.0 -0.6
H 1.988 3.640 -3.809 -0.1 0.7 -0.3
H 1.556 1.947 -3.413 0.7 1.2 0.3
H 0.949 4.173 -1.450 -0.1 1.3 0.3
H 0.706 2.481 -1.184 0.6 0.2 -0.5
H -1.179 3.054 -1.868 -0.3 0.0 -0.5
C 1.686 -5.512 -1.328 1.5 0.6 0.2
C 0.737 -4.382 -0.906 0.7 -1.5 -4.2
O 0.621 -4.304 0.419 -0.4 1.2 3.5
H 1.610 -5.567 -2.412 0.7 0.1 -0.2
H 1.384 -6.502 -1.016 -0.3 -0.2 0.5
H 2.771 -5.346 -0.930 -1.9 -0.2 -1.0
H -0.219 -4.587 -1.420 0.0 0.2 0.3
H 1.135 -3.466 -1.390 -0.3 -0.1 1.0
H 0.376 -5.131 0.833 -0.1 -0.3 -0.1
C -2.901 4.369 -0.562 1.7 -2.9 0.2
O -2.569 3.135 -0.490 -1.0 1.6 -1.0
N -2.919 5.102 0.490 -0.7 1.3 6.8
N -2.986 5.103 -1.635 -1.8 1.5 -7.5
H -2.750 4.505 1.413 0.3 1.7 -1.6
H -3.197 6.116 0.594 0.4 -2.1 -0.6
H -3.220 4.673 -2.641 1.0 1.1 3.4
H -3.207 6.131 -1.558 0.3 -2.1 -0.1
C -0.547 3.160 1.919 -4.5 3.9 5.1
O -1.558 3.904 2.533 3.8 -3.4 -2.8
N 0.177 3.620 0.954 -2.5 3.8 -2.3
N -0.081 2.072 2.484 -1.5 -1.2 2.2
H -0.191 4.517 0.570 0.8 -1.3 0.3
H 1.072 3.316 0.754 1.9 -0.5 -0.4
H -0.641 1.686 3.281 1.2 0.6 -1.1
H 0.370 1.463 1.852 0.7 -1.1 -0.2
C 2.030 -0.440 -2.396 1.1 -2.0 -2.9
O 2.834 -1.609 -2.261 -0.5 -2.4 -0.3
H 2.319 0.045 -1.555 0.3 2.5 2.2
H 0.981 -0.669 -2.436 -0.5 0.1 0.1
H 2.424 -0.045 -3.349 -0.8 0.9 0.6
H 2.445 -2.300 -2.844 0.6 0.7 0.6
C 3.554 -2.696 0.849 1.1 -1.4 0.7
O 2.264 -2.368 1.187 -1.7 2.1 0.1
H 4.203 -1.911 0.443 -0.7 0.2 -0.1
H 3.530 -3.529 0.148 0.5 -0.1 -0.1
H 3.958 -2.994 1.820 1.0 -0.4 -0.4
H 1.644 -3.101 1.066 0.2 -0.2 -0.2
C -0.100 -2.767 3.815 0.0 0.5 0.7
O -0.439 -4.154 3.844 -1.7 1.0 -0.1
H 0.734 -2.663 4.476 0.8 0.5 0.2
H -0.812 -1.991 4.168 -0.5 -1.4 0.2
H 0.121 -2.404 2.834 0.6 -0.1 -0.8
H 0.381 -4.600 3.711 0.8 -0.6 0.0
C -2.452 -2.799 1.310 1.9 0.0 -0.6
O -2.588 -2.517 -0.115 -0.7 -0.5 1.2
H -2.865 -1.993 1.868 -0.4 0.7 0.5
H -1.352 -2.883 1.606 -1.7 -0.2 -0.8
H -3.016 -3.695 1.487 0.1 -0.6 0.5
H -3.535 -2.712 -0.228 0.5 0.4 -0.6
C 5.373 -0.659 2.903 0.8 0.3 -2.4
O 5.248 -0.487 4.263 -0.8 -0.4 0.7
H 4.495 -0.426 2.286 -0.4 0.0 0.5
H 5.681 -1.641 2.527 0.2 0.0 0.9
H 6.105 0.074 2.577 0.5 0.0 -0.6
H 4.786 0.354 4.275 -0.2 0.2 1.0
C 2.088 -0.076 3.979 -0.8 0.4 1.1
O 2.253 0.752 5.155 -0.3 0.4 -0.6
H 1.023 -0.231 3.678 0.7 0.3 0.4
H 2.515 -1.020 4.291 0.1 -0.2 -0.3
H 2.622 0.348 3.150 0.3 0.1 -0.5
H 2.020 1.685 4.969 0.0 -0.9 -0.1
C -2.304 0.262 3.745 0.3 -1.9 -1.0
O -1.276 0.775 4.551 0.6 -1.1 1.8
H -1.937 -0.042 2.725 0.0 0.8 0.8
H -3.028 1.013 3.652 -1.3 0.8 -0.4
H -2.720 -0.689 4.101 -0.1 0.3 0.5
H -1.280 0.346 5.442 0.1 0.7 -1.2
C -4.560 0.199 0.978 -1.6 -3.1 1.1
O -3.991 1.393 1.163 0.7 1.6 0.2
H -5.634 0.163 0.852 -0.7 0.6 -0.2
H -4.444 -0.495 1.833 0.3 0.4 0.2
H -4.186 -0.360 0.158 0.7 -0.5 -1.2
H -3.676 1.655 0.295 0.5 1.1 0.0
C -3.497 0.812 -2.523 -2.1 0.6 -0.2
O -2.716 1.364 -3.498 1.3 1.0 -0.5
H -4.497 0.741 -2.970 -0.4 -0.9 0.4
H -3.636 1.541 -1.746 0.2 0.5 0.4
H -3.174 -0.078 -2.021 0.4 -0.9 -0.2
H -2.317 0.725 -4.114 -0.4 -0.2 0.2
C 4.203 2.050 0.755 -1.7 2.0 -2.9
O 2.813 2.471 0.949 2.6 0.8 0.7
H 4.620 2.666 -0.038 -0.5 0.5 -0.9
H 4.300 1.117 0.281 -0.1 -1.7 0.2
H 4.982 2.319 1.386 0.5 -0.2 2.9
H 2.262 1.721 0.820 -0.7 -1.5 -0.2
C -2.459 -2.836 -3.145 -0.1 -1.2 2.6
O -1.540 -2.012 -2.473 1.0 0.9 -0.6
H -3.469 -2.584 -2.883 -0.8 0.8 -0.7
H -2.382 -3.793 -2.654 0.1 -1.0 -0.1
H -2.258 -3.008 -4.172 0.2 0.5 -1.0
H -1.708 -2.043 -1.505 -0.1 -0.1 -0.7

***

Entry 4:
19
Properties=species:S:1:pos:R:3:forces:R:3 method="wB97M-V/def2-TZVPD" de_lowest_ev=1.939 homo_energy_ev=-8.69 orbital_gap_ev=9.49 smiles="C[C@H](N)N=C=O.CN"
C 2.180 0.145 -1.447 0.3 0.1 0.0
C 1.846 0.522 -0.011 -0.2 0.5 -1.7
N 2.805 -0.047 0.877 -0.9 0.0 0.2
N 0.242 0.170 0.043 3.7 1.2 -0.9
C 0.027 0.068 1.213 -3.0 -1.8 2.6
O -0.405 -0.217 2.277 1.0 0.8 -0.5
H 1.581 0.731 -2.144 -0.1 -0.1 0.1
H 3.240 0.340 -1.640 -0.2 0.0 0.0
H 1.978 -0.915 -1.612 0.0 0.1 0.0
H 1.892 1.610 0.103 -0.2 -0.2 0.1
H 2.694 0.265 1.834 0.0 -0.2 0.0
H 2.833 -1.055 0.823 0.0 -0.1 0.1
C -3.244 0.256 0.143 -0.1 -0.5 -0.2
N -2.350 -0.785 -0.338 -0.3 -0.8 -0.3
H -4.285 -0.064 0.248 -0.1 0.1 0.1
H -3.212 1.090 -0.543 0.0 0.3 -0.2
H -2.890 0.589 1.103 0.1 0.2 0.4
H -2.293 -1.563 0.330 -0.2 0.4 -0.6
H -2.638 -1.139 -1.260 0.2 0.1 0.8

***

Entry 5:
18
Properties=species:S:1:pos:R:3:forces:R:3 method="wB97M-V/def2-TZVPD" charge=+1 de_lowest_ev=2.359 homo_energy_ev=-13.82 orbital_gap_ev=10.74
C -2.396 -0.171 0.235 3.2 -3.0 -1.7
C -0.574 1.670 0.504 1.3 -0.5 0.7
C -0.936 0.285 0.178 -2.7 -0.2 1.0
N -0.172 -1.720 -0.762 0.0 -2.0 -0.3
N -0.025 -0.497 -0.226 0.2 0.0 -0.1
N 2.716 -0.380 0.304 -0.6 -0.7 1.1
H -2.457 -0.582 -0.825 -0.8 0.2 1.1
H -3.021 0.668 0.287 -1.2 0.7 0.8
H -2.445 -1.095 0.948 -0.5 2.0 -1.0
H -1.401 2.265 0.220 -0.5 1.0 -1.1
H 0.386 1.824 -0.030 -0.7 0.9 0.6
H -0.559 1.907 1.578 0.5 -0.4 -0.1
H -1.076 -2.151 -0.953 0.4 0.8 0.4
H 0.607 -2.174 -1.242 -0.2 0.9 0.4
H 0.931 -0.208 0.077 1.0 -0.5 -1.0
H 2.940 0.204 1.123 0.1 -0.6 -0.5
H 3.372 -0.148 -0.450 -0.3 -0.7 0.6
H 2.653 -1.398 0.622 0.9 2.0 -0.9

***

Entry 6:
74
Properties=species:S:1:pos:R:3:forces:R:3 method="wB97M-V/def2-TZVPD" charge=-1 homo_energy_ev=-5.39 orbital_gap_ev=6.43
C 2.987 -1.873 1.265 0.2 0.0 -0.1
C 3.353 -0.434 0.983 -0.2 0.1 0.0
O 4.465 -0.003 1.203 -0.2 -0.1 0.2
N 2.291 0.409 0.516 0.6 0.0 0.0
C 2.504 1.782 0.990 0.1 0.0 -0.1
C 2.244 0.422 -0.964 -0.2 -0.2 0.0
C 1.846 -0.889 -1.639 0.0 0.1 -0.2
C 0.529 -1.546 -1.221 0.0 -0.1 -0.1
C -0.724 -0.727 -1.600 0.0 0.1 -0.1
C -1.827 -0.371 -0.561 -0.5 0.1 -0.2
P -1.207 0.110 1.098 -0.4 0.0 0.4
S -2.444 0.459 2.573 0.1 0.0 -0.2
C -2.672 -1.721 -0.272 0.9 0.7 0.4
O -1.933 -2.714 -0.267 0.4 -0.7 -0.1
O -3.873 -1.632 -0.056 -0.9 0.3 0.0
N -2.679 0.741 -1.056 0.3 -0.4 -0.2
C -3.413 0.348 -2.253 -0.1 0.1 0.0
C -1.999 2.017 -1.206 -0.1 0.3 -0.1
C -2.416 3.042 -0.143 0.0 0.1 -0.2
C -1.658 4.354 -0.341 0.0 -0.1 -0.2
Cl -1.221 5.156 1.202 0.0 0.0 0.1
H 3.371 -2.513 0.464 0.0 0.0 0.1
H 1.915 -2.015 1.346 0.0 0.0 0.0
H 3.475 -2.171 2.197 0.0 0.0 -0.1
H 3.270 2.307 0.402 -0.1 0.0 0.1
H 1.559 2.324 0.917 0.1 0.0 0.0
H 2.843 1.762 2.024 -0.2 0.1 -0.1
H 1.544 1.219 -1.244 0.0 -0.1 0.1
H 3.236 0.726 -1.339 -0.1 0.1 0.0
H 1.762 -0.662 -2.713 0.1 0.0 0.1
H 2.674 -1.605 -1.560 -0.1 0.0 0.1
H 0.473 -2.496 -1.763 0.0 0.1 0.2
H 0.522 -1.827 -0.175 0.0 0.1 0.0
H -1.258 -1.310 -2.355 0.0 0.2 0.0
H -0.401 0.196 -2.101 0.0 -0.1 0.1
H -0.293 -0.894 1.392 0.2 -0.1 0.0
H -0.375 1.208 0.840 0.2 0.0 -0.1
H -3.840 -0.626 -2.049 -0.2 0.0 -0.2
H -4.238 1.042 -2.456 0.1 0.0 0.1
H -2.794 0.295 -3.166 0.0 0.0 0.1
H -0.903 1.908 -1.196 -0.1 0.1 0.1
H -2.238 2.436 -2.196 0.1 -0.1 0.1
H -2.242 2.644 0.858 -0.1 0.0 -0.1
H -3.493 3.217 -0.246 0.1 -0.1 0.2
H -2.237 5.089 -0.901 0.1 -0.1 0.0
H -0.711 4.194 -0.865 -0.1 0.0 0.1
C 8.123 1.486 5.332 0.0 0.0 0.0
C 7.852 2.700 5.950 0.0 0.0 0.0
C 6.654 3.353 5.706 0.0 0.0 0.0
C 5.749 2.761 4.845 0.0 0.0 0.0
C 5.995 1.556 4.211 0.0 0.0 0.0
C 7.200 0.919 4.463 0.0 0.0 0.0
N 4.468 3.447 4.578 0.2 -0.1 0.0
O 4.299 4.547 5.064 0.0 0.0 0.0
O 3.671 2.859 3.881 -0.2 0.2 0.1
H 9.060 0.981 5.526 0.0 0.0 0.0
H 8.574 3.142 6.623 0.0 0.0 0.0
H 6.419 4.298 6.170 0.0 0.0 0.0
H 5.270 1.141 3.526 0.0 0.0 0.0
H 7.416 -0.020 3.972 0.0 0.0 0.0
C -4.775 -3.274 -2.455 0.2 0.0 0.0
C -4.351 -3.666 -3.720 -0.1 0.0 0.0
C -5.265 -4.124 -4.657 0.1 0.0 0.0
C -6.601 -4.176 -4.298 -0.1 0.0 -0.1
C -7.050 -3.791 -3.046 0.0 0.0 0.1
C -6.122 -3.337 -2.123 0.0 0.0 0.0
N -7.579 -4.656 -5.287 0.0 0.0 0.0
O -7.166 -5.009 -6.376 0.0 0.0 0.0
O -8.753 -4.674 -4.968 0.0 0.0 0.0
H -4.063 -2.918 -1.718 -0.2 -0.1 0.0
H -3.301 -3.614 -3.976 0.0 0.0 0.0
H -4.958 -4.435 -5.644 0.0 0.0 0.0
H -8.102 -3.847 -2.810 0.0 0.0 0.0
H -6.440 -3.023 -1.138 0.0 0.0 0.0